This record from the OMol25 dataset describes C6H4O as an isolated structure at a distorted geometry. The level of theory is the ωB97M-V functional and the def2-TZVPD basis.

Geometry as XYZ:
```
11
Properties=species:S:1:pos:R:3
C 1.18827 -0.39407 -1.06424
C 0.24093 -0.69570 0.03439
C -0.16945 -1.66330 0.84988
C -1.09784 -0.72816 1.45914
O -1.91389 -0.67027 2.31640
C -0.76231 0.62383 0.53905
C -0.86508 1.77938 0.13429
H 1.73017 -1.32508 -1.25572
H 1.90316 0.38474 -0.77933
H 0.66885 -0.08715 -1.97818
H -0.92280 2.77579 -0.25570
```

Properties
Highest occupied orbital energy (spin up / spin down)   -0.3222 / -0.3223 Ha
ΔE to the lowest compared entry with this formula, charge and spin   130.59 kcal per mole
LUMO level (spin up / spin down)   -1.74 / -1.74 eV
F_max   1.0 eV/A